No. 1
# C2FN3

One molecule with the formula C2FN3 at a distorted geometry (ωB97M-V/def2-TZVPD, the Open Molecules 2025 dataset).

The geometry in ORCA input format:
```
! wB97M-V def2-TZVPD RIJCOSX def2/J DEFGRID3
* xyz 0 1
C -1.137 -0.115 0.060
C 0.281 -0.129 0.070
N -2.274 -0.029 -0.016
N 1.140 0.886 0.567
N 1.047 0.850 -0.649
F 0.942 -1.462 -0.032
*
```

Results
- structure (SMILES) = N#CC1(F)N=N1
- energy above the lowest of the compared OMol25 structures with the same formula, charge and spin (kcal per mole) = 4.8

Mulliken atomic charge list, values in e, 5 entries: 0.12 0.81 -0.27 -0.20 -0.18



No. 2
# C9H14

A 2-piece molecular cluster, C9H14 overall at a distorted geometry (ωB97M-V/def2-TZVPD, the Open Molecules 2025 dataset).

The geometry in ORCA input format:
```
! wB97M-V def2-TZVPD RIJCOSX def2/J DEFGRID3
* xyz 0 1
C -1.174 -3.035 -1.331
C -1.259 -3.758 -0.001
H -1.772 -3.362 -2.190
H -1.654 -2.061 -1.188
H -0.171 -2.776 -1.675
H -0.718 -3.228 0.778
H -0.888 -4.789 -0.049
H -2.310 -3.824 0.304
C -0.221 1.598 2.423
C 1.503 2.005 -1.593
C 0.824 0.873 -1.206
C 1.584 3.035 -0.630
C 0.159 0.701 -0.027
C 0.928 2.818 0.595
C 0.316 1.647 1.013
H 1.897 2.147 -2.590
H 0.685 0.062 -1.898
H 2.261 3.875 -0.672
H -0.204 -0.263 0.323
H 1.049 3.664 1.274
H -1.259 1.321 2.438
H 0.006 2.491 2.993
H 0.421 0.861 2.910
*
```

Results
- structure (SMILES) = Cc1ccccc1.CC
- energy above the lowest of the compared OMol25 structures with the same formula, charge and spin (kcal per mole) = 19.6

Mulliken atomic charge list, values in e, 5 entries: -0.81 -0.83 0.36 0.21 0.27



No. 3
# C38H35F9N2O2PPdSi

C38H35F9N2O2PPdSi as an isolated structure (ωB97M-V/def2-TZVPD, the Open Molecules 2025 dataset).

The geometry in ORCA input format:
```
! wB97M-V def2-TZVPD RIJCOSX def2/J DEFGRID3
* xyz -1 1
Pd -0.539 0.337 0.017
C 4.476 0.317 0.938
C 3.236 0.299 0.282
N 2.102 0.052 0.893
C 2.119 -0.199 2.211
C 3.309 -0.231 2.958
C 4.507 0.047 2.282
C 3.274 -0.536 4.360
C 2.106 -0.806 4.973
C 0.866 -0.768 4.251
C -0.366 -1.010 4.880
C -1.519 -0.933 4.147
C -1.437 -0.586 2.790
N -0.292 -0.335 2.183
C 0.853 -0.448 2.884
H 5.379 0.533 0.384
H 3.170 0.504 -0.781
H 5.441 0.041 2.831
H 4.207 -0.543 4.913
H 2.075 -1.033 6.032
H -0.384 -1.251 5.937
H -2.488 -1.125 4.587
H -2.330 -0.524 2.179
F 0.828 9.787 -0.904
C -0.158 8.985 -1.365
F -0.288 9.246 -2.678
F -1.293 9.416 -0.771
C 0.114 7.541 -1.084
C -0.016 6.580 -2.079
C 0.232 5.252 -1.780
C 0.595 4.851 -0.493
C 0.710 5.829 0.493
C 0.477 7.164 0.201
P 0.876 3.031 -0.280
C -0.786 2.371 -0.523
C -0.951 1.441 -1.634
C -2.282 1.164 -2.094
C -3.361 1.787 -1.553
C -3.202 2.776 -0.532
C -1.967 3.058 -0.051
C -4.742 1.465 -2.003
F -5.499 0.937 -1.011
F -4.787 0.591 -3.025
F -5.420 2.570 -2.417
C 1.165 2.995 1.537
C 0.195 2.690 2.488
C 0.516 2.637 3.836
C 1.818 2.880 4.250
C 2.799 3.187 3.317
C 2.468 3.244 1.974
C 2.148 2.855 5.711
F 1.929 4.053 6.302
F 1.408 1.962 6.395
F 3.442 2.554 5.943
H -0.304 6.870 -3.080
H 0.131 4.504 -2.559
H 0.983 5.552 1.503
H 0.573 7.915 0.976
H -0.138 1.276 -2.339
H -2.414 0.443 -2.891
H -4.069 3.308 -0.164
H -1.857 3.853 0.680
H -0.810 2.451 2.172
H -0.245 2.379 4.563
H 3.818 3.364 3.638
H 3.240 3.462 1.244
C -5.532 -2.327 0.295
C -4.158 -2.333 -0.343
O -3.225 -1.820 0.573
H -6.286 -2.713 -0.395
H -5.808 -1.310 0.575
H -5.533 -2.946 1.195
H -4.177 -1.728 -1.261
H -3.891 -3.358 -0.640
H -2.320 -1.838 0.142
C -0.419 -4.558 -1.156
Si -0.147 -2.734 -1.563
C -0.829 -2.455 -3.304
C 1.718 -2.456 -1.675
O -0.832 -1.779 -0.487
H 0.024 -5.218 -1.908
H -1.488 -4.780 -1.097
H 0.022 -4.801 -0.186
H -0.356 -3.104 -4.047
H -0.662 -1.417 -3.608
H -1.907 -2.637 -3.330
H 2.192 -3.117 -2.408
H 2.191 -2.623 -0.703
H 1.921 -1.421 -1.965
*
```

Results
- energy above the lowest of the compared OMol25 structures with the same formula, charge and spin (kcal per mole) = 0.0

Mulliken atomic charge list, values in e, 5 entries: 0.79 -1.04 -0.60 0.44 -0.31



Results for frontier orbital gap: 10.76 10.04 6.54 (in eV, following the order of the records).
Results for E: -9258.33902 -9559.33254 -92160.34566 (in eV, following the order of the records).
Results for LUMO energy: -0.90 1.00 2.16 (in eV, following the order of the records).